# 1
The following is a quantum chemistry calculation of a single C3H4N2O molecule, from OMol25.

Summary:
Charge: 0
HOMO-LUMO gap (spin up / spin down): 0.310 / 0.308 hartree

XYZ file:
```
10
Properties=species:S:1:pos:R:3:nbo_charge:R:1
C -0.6385 0.2032 0.9410 -0.381
C 1.0401 -0.5410 -0.4200 0.043
H -1.4077 -0.5819 1.0738 0.244
C -0.2079 0.1920 -0.5086 0.168
H -0.4716 0.6059 -2.3619 0.336
H -1.0723 1.1548 1.2636 0.250
N 0.5118 -0.1964 1.7323 -0.058
O 1.3650 -0.6538 0.8440 -0.203
H 1.7593 -0.9359 -1.1254 0.211
N -0.8784 0.7531 -1.4388 -0.611
```

# 2
The following is a quantum chemistry calculation of a molecular structure, C10H12BCl3, from OMol25.

Summary:
Charge: 0
HOMO-LUMO gap: 0.282 hartree

XYZ file:
```
26
Properties=species:S:1:pos:R:3:nbo_charge:R:1
C -0.6486 1.5817 0.2220 -0.445
H -0.6716 2.6797 0.4911 0.229
Cl 2.0846 1.5884 0.7589 0.147
H 0.8782 -1.0605 0.7374 0.215
C -0.1199 -2.7794 -0.0032 -0.174
B 3.4336 1.5651 -0.4737 -0.104
H 0.8318 -3.3793 -0.0400 0.221
H -3.4126 -0.7124 0.4455 0.225
C -1.3469 -3.2834 -0.3337 -0.230
H -1.2987 -4.3724 -0.6309 0.220
H -1.9863 0.9942 1.6805 0.227
H -1.5295 1.4148 -0.5511 0.250
Cl 3.9351 3.4890 -0.9063 -0.342
H 4.4369 1.2296 -0.0062 -0.015
Cl 1.3807 3.8530 -1.0405 0.243
C 0.6271 1.3756 -0.6146 -0.242
C -1.2007 -0.7470 0.6473 0.060
C -0.0647 -1.4580 0.4699 -0.280
H -3.3445 -3.0270 -0.4717 0.211
H 0.6192 0.2679 -1.0349 0.304
H -0.3411 0.5244 2.1908 0.221
C -2.5028 -2.5157 -0.1909 -0.187
C -2.4478 -1.2097 0.3244 -0.253
C 0.7149 2.4686 -1.5787 -0.037
H 3.0258 0.8963 -1.4166 -0.029
C -1.0524 0.6163 1.3251 -0.435
```

# 3
The following is a quantum chemistry calculation of a molecular structure, C2I2NO4, from OMol25.

Summary:
Charge: -1
HOMO-LUMO gap: 0.206 hartree

XYZ file:
```
9
Properties=species:S:1:pos:R:3:nbo_charge:R:1
I -3.1453 1.6034 -0.0672 0.227
I 3.1394 1.4293 -0.1625 0.435
O -1.2647 1.1541 0.1705 -1.099
O -2.1240 -1.1548 -0.7552 -0.508
O 1.7567 -0.7522 1.3833 -0.606
C 1.1441 -0.5045 0.3906 0.910
N 0.0573 -1.2582 -0.0184 -0.663
C -1.0271 -0.9835 -0.4672 0.964
O 1.4637 0.4665 -0.4741 -0.658
```

# 4
The following is a quantum chemistry calculation of 2 unconnected molecules or ions with the total composition C4H5IN2, from OMol25.

Summary:
Charge: 0
HOMO-LUMO gap: 0.304 hartree

XYZ file:
```
12
Properties=species:S:1:pos:R:3:nbo_charge:R:1
H 0.9722 -1.4842 -2.4336 0.375
H 0.6812 -0.9245 2.2395 0.220
N 2.4977 -0.4203 1.1159 -0.320
H -1.1872 1.7090 -1.2342 0.231
H -0.7677 2.0160 0.5728 0.220
H -2.1611 1.1196 0.1771 0.225
N 1.1070 -0.9092 -1.6922 -0.547
C -0.4159 0.0756 -0.0876 -0.322
C -1.1685 1.3219 -0.2067 -0.654
C 1.5467 -0.5932 1.7199 0.055
I -1.3229 -1.5771 0.9761 0.134
C 0.2183 -0.3336 -1.1470 0.384
```

Computed max |F|, in the same sequence as the records: 1.49 3.20 3.29 3.61 eV Å⁻¹.